Below is a cluster of 2 separate species, C5H14 in total in a non-equilibrium geometry, with properties calculated with ωB97M-V with the def2-TZVPD basis set.

Each line ends with the Mulliken charge.
Positions of all 19 atoms, in Å:
C1 -2.183748 2.628346 0.444929  -1.106
C2 -1.939198 1.144374 0.163269  -0.250
C3 -0.483318 0.709920 0.380920  -0.960
H1 -2.247825 3.194360 -0.484084  0.269
H2 -1.365378 3.059929 1.024591  0.334
H3 -3.079075 2.835206 1.034151  0.309
H4 -2.618034 0.488335 0.716732  0.292
H5 -2.245357 0.920523 -0.864347  0.302
H6 -0.241842 -0.095230 -0.307733  0.091
H7 0.197939 1.539921 0.186689  0.361
H8 -0.317764 0.417242 1.418082  0.330
C4 2.831588 -2.095588 -0.066469  -0.883
C5 1.571896 -2.233074 -0.919418  -0.732
H9 3.120501 -2.981590 0.497158  0.299
H10 3.696597 -1.807152 -0.672953  0.282
H11 2.745255 -1.289696 0.667652  0.265
H12 1.664533 -3.057323 -1.622995  0.339
H13 1.407326 -1.301571 -1.436475  0.218
H14 0.740640 -2.418922 -0.239194  0.240

Forces on atoms 1 to 3 (eV/Å):
0.00 0.17 0.32
-0.29 -0.30 -0.33
-0.37 0.30 -0.11

The value obtained for the HOMO-LUMO gap is 12.4 eV. As for the energy: -198.87962 Ha. Its SMILES is CCC.CC.


Below is a cluster of 2 separate species, CH2N4O6 in total in a non-equilibrium geometry, with properties calculated with ωB97M-V with the def2-TZVPD basis set.

Each line ends with the Mulliken charge.
Positions of all 13 atoms, in Å:
C1 -1.125508 0.265179 0.274047  0.035
N1 0.023301 -0.223833 -0.265592  -0.273
N2 -2.603472 -0.712529 -1.419599  0.899
N3 -1.466218 1.643316 -0.087458  1.076
N4 -1.649878 -0.258392 1.610936  0.976
O1 -3.666352 -0.410768 -1.207461  -0.397
O2 -0.623932 2.253371 -0.698442  -0.692
O3 -0.855486 -0.971635 2.164849  -0.605
O4 -1.814542 -0.999877 -2.215406  -0.461
O5 -2.483737 2.099172 0.336889  -0.542
O6 -2.749734 0.039025 1.980209  -0.504
H1 0.409793 -1.131522 -0.139821  0.206
H2 0.494284 0.484602 -0.903294  0.281

Forces on atoms 1 to 3 (eV/Å):
0.00 -1.07 -0.14
-0.14 3.02 -0.58
4.79 0.02 3.67

The value obtained for the HOMO-LUMO gap (spin up / spin down) is 7.6 / 8.1 eV. As for the energy: -709.38607 Ha.